# C5H8N2O3

A single C5H8N2O3 molecule (the ωB97M-V functional and the def2-TZVPD basis, the Open Molecules 2025 dataset).

Highest occupied orbital energy, eV: -9.8
E_LUMO, eV: 0.55
HOMO-LUMO gap, eV: 10.31
Multiplicity: 1
SMILES string: O=[N+]([O-])CCCCC#[N+][O-]
Charge: 0

Structure (XYZ):
```
18
Properties=species:S:1:pos:R:3:nbo_charge:R:1
O 1.750 -0.804 -3.095 -0.38
O 1.110 -2.709 -2.470 -0.39
O 2.623 -1.507 2.797 -0.42
N 1.395 -1.570 -2.263 0.55
N 1.567 -1.138 2.399 0.20
C -0.093 0.898 0.238 -0.35
C 1.047 -1.051 -0.874 -0.27
C -0.106 -0.083 -1.014 -0.42
C -0.546 0.110 1.497 -0.49
C 0.611 -0.583 2.047 0.17
H -0.910 -0.726 -1.110 0.21
H -1.393 -0.462 1.320 0.24
H -1.074 0.779 2.117 0.25
H -0.146 0.653 -1.812 0.25
H 0.834 1.224 0.496 0.21
H -0.708 1.707 0.218 0.21
H 1.864 -0.547 -0.557 0.21
H 0.980 -1.941 -0.368 0.23
```